[1]
Computed, not measured: a 2-piece molecular cluster, C4H12 overall in a non-equilibrium geometry, with wB97M-V/def2-TZVPD.

Total charge ... 0
Multiplicity ... 1

Geometry as XYZ:
```
16
Properties=species:S:1:pos:R:3:mulliken_charge:R:1
C 0.2364 1.2619 -0.7193 -0.74
C -0.0402 2.2542 -1.8594 -0.97
H -0.5335 0.4789 -0.7492 0.20
H 1.1613 0.6897 -0.8249 0.30
H 0.1996 1.6747 0.2901 0.32
H 0.4484 3.1915 -1.5791 0.28
H -1.0837 2.5462 -1.8348 0.28
H 0.1467 1.7948 -2.8237 0.31
C 0.5638 -1.9742 0.9623 -0.89
C -0.7586 -1.5275 1.5901 -0.84
H 0.7896 -2.9992 1.2533 0.36
H 0.4897 -1.9631 -0.1217 0.27
H 1.4099 -1.4055 1.3404 0.27
H -1.0192 -0.4751 1.5167 0.29
H -0.5990 -1.6697 2.6625 0.32
H -1.5455 -2.2038 1.2613 0.24
```

[2]
Computed, not measured: a 2-piece molecular cluster, C4H12 overall in a non-equilibrium geometry, with wB97M-V/def2-TZVPD.

Total charge ... 0
Multiplicity ... 1

Geometry as XYZ:
```
16
Properties=species:S:1:pos:R:3:mulliken_charge:R:1
C 0.6321 1.4984 1.1837 -0.33
C 0.3914 2.6694 -0.0013 -0.97
H 1.7321 1.4715 1.2983 0.26
H 0.0847 0.5701 0.9523 -0.19
H 0.4423 1.9260 2.1398 0.32
H 1.2462 2.8209 -0.6604 0.28
H -0.3926 2.4901 -0.5803 0.35
H 0.3398 3.6635 0.5083 0.29
C -0.2452 -2.7796 -0.4316 -1.10
C -0.9568 -1.4693 -0.7029 -0.54
H -0.5511 -3.2700 0.4077 0.36
H 0.8092 -2.6363 -0.4857 0.30
H -0.3169 -3.5186 -1.1757 0.37
H -1.0195 -1.0049 0.3115 0.08
H -0.2826 -0.8902 -1.3810 0.23
H -1.9131 -1.5410 -1.3827 0.28
```

[3]
Computed, not measured: a 2-piece molecular cluster, C4H12 overall in a non-equilibrium geometry, with wB97M-V/def2-TZVPD.

Total charge ... 0
Multiplicity ... 1

Geometry as XYZ:
```
16
Properties=species:S:1:pos:R:3:mulliken_charge:R:1
C -1.4192 -1.3926 0.0018 -0.63
C -2.2879 -1.6478 1.2218 -0.93
H -0.5618 -2.0463 -0.1771 0.32
H -2.0153 -1.4177 -0.9065 0.29
H -0.9206 -0.4356 0.1827 0.10
H -2.6095 -2.6990 1.3049 0.28
H -1.8558 -1.4673 2.2037 0.31
H -3.2484 -1.1315 1.1823 0.27
C 2.4386 1.4613 -0.0718 -0.79
C 1.2785 1.5755 -1.0888 -0.73
H 1.9965 1.5355 0.9139 0.26
H 3.1006 0.6236 -0.2586 0.30
H 3.0687 2.3253 -0.2852 0.26
H 1.6558 1.4384 -2.1167 0.31
H 0.7984 2.5360 -0.9551 0.26
H 0.5815 0.7421 -1.1513 0.13
```

[4]
Computed, not measured: a 2-piece molecular cluster, C4H12 overall in a non-equilibrium geometry, with wB97M-V/def2-TZVPD.

Total charge ... 0
Multiplicity ... 1

Geometry as XYZ:
```
16
Properties=species:S:1:pos:R:3:mulliken_charge:R:1
C 2.6762 -0.8661 0.8019 -1.04
C 1.3717 -0.1076 0.9650 -0.71
H 2.6562 -2.0090 0.8149 0.28
H 3.1752 -0.9849 -0.1455 0.35
H 3.5066 -0.4077 1.2875 0.31
H 1.4332 0.8328 0.3997 0.29
H 1.3585 0.2384 2.0384 0.27
H 0.6345 -0.8388 0.8366 0.23
C -2.6579 0.9322 -0.5641 -0.82
C -1.4881 0.1937 -1.1868 -0.37
H -3.4476 0.8756 -1.3602 0.27
H -3.0911 0.4854 0.3366 0.27
H -2.3790 1.9865 -0.2227 0.25
H -0.6573 0.0099 -0.4365 -0.17
H -1.1639 0.5178 -2.1275 0.35
H -1.9272 -0.8582 -1.4375 0.24
```

[5]
Computed, not measured: a 2-piece molecular cluster, C4H12 overall in a non-equilibrium geometry, with wB97M-V/def2-TZVPD.

Total charge ... 0
Multiplicity ... 1

Geometry as XYZ:
```
16
Properties=species:S:1:pos:R:3:mulliken_charge:R:1
C -1.2719 -1.7295 0.0800 -0.76
C 0.0275 -2.0544 -0.6520 -0.80
H -1.1227 -1.7226 1.1478 0.24
H -1.6593 -0.7812 -0.3090 0.21
H -2.0884 -2.3703 -0.2632 0.33
H -0.0316 -1.7339 -1.6949 0.27
H 0.2717 -3.1107 -0.6992 0.34
H 0.8792 -1.4871 -0.2733 0.19
C 0.2622 2.0552 -0.2966 -0.74
C 0.9800 1.7142 1.0282 -0.77
H -0.5266 2.8046 -0.2075 0.29
H 0.9817 2.4227 -1.0244 0.29
H -0.2649 1.1847 -0.6895 0.13
H 1.6148 0.8510 0.8123 0.20
H 0.3077 1.4028 1.8167 0.28
H 1.6406 2.5547 1.2246 0.31
```

[6]
Computed, not measured: a 2-piece molecular cluster, C4H12 overall in a non-equilibrium geometry, with wB97M-V/def2-TZVPD.

Total charge ... 0
Multiplicity ... 1

Geometry as XYZ:
```
16
Properties=species:S:1:pos:R:3:mulliken_charge:R:1
C -2.1048 -1.9063 0.1406 -0.90
C -1.5043 -0.5623 0.4950 -0.66
H -1.6564 -2.7845 0.7221 0.24
H -3.1422 -2.1058 0.2449 0.33
H -1.7405 -2.2195 -0.8781 0.22
H -2.3810 -0.0258 0.9074 0.24
H -0.5762 -0.5870 1.0830 0.26
H -1.2372 -0.0834 -0.4155 0.27
C 2.2637 0.9013 -0.6972 -0.76
C 1.3418 1.6973 0.1203 -0.50
H 3.3911 0.9770 -0.6059 0.30
H 2.1138 -0.1816 -0.4581 0.25
H 2.0924 1.0500 -1.8409 0.22
H 0.4492 1.0439 0.5727 -0.04
H 0.8954 2.6404 -0.4180 0.24
H 1.7953 2.1463 1.0277 0.29
```

How do the records compare in highest occupied orbital energy? In the order shown, they have -11.44, -11.41, -11.36, -10.81, -11.64, -11.19 eV.
How do the records compare in ΔE to the lowest compared entry with this formula, charge and spin? In the order shown, they have 0.3118, 1.4605, 0.4576, 1.3873, 0.2542, 1.1962 eV.
How do the records compare in electronic energy? In the order shown, they have -159.57351, -159.53130, -159.56816, -159.53399, -159.57563, -159.54101 Eh.